Formula: C30H31DyN8O5S2
Source: the OMol25 dataset
Level of theory: the ωB97M-V functional and the def2-TZVPD basis

Computed properties:
LUMO level (spin up / spin down): -0.30 / -0.29 eV
gap between HOMO and LUMO (spin up / spin down): 7.32 / 7.34 eV
maximum force: 0.74 eV Å⁻¹
M: 810.26 g/mol

Geometry as ORCA input:
```
! RIJCOSX wB97M-V def2-TZVPD def2/J DEFGRID3
* xyz 0 6
Dy 0.7622 0.8612 0.1540
N -2.0738 1.9445 3.5205
C -1.4429 2.1645 2.3441
S 0.2069 2.6827 2.3998
N -2.1929 1.9992 1.2689
N -1.4673 2.0937 0.1198
C -2.0842 2.4495 -0.9499
C -3.5246 2.8194 -0.9965
C -4.5010 1.8885 -0.6548
C -5.8425 2.2261 -0.7304
C -6.2184 3.5027 -1.1281
C -5.2497 4.4399 -1.4528
C -3.9063 4.0962 -1.3926
C -1.2826 2.5091 -2.2015
C -1.8940 2.6807 -3.4425
C -1.1045 2.7532 -4.5772
C 0.2692 2.6367 -4.4490
C 0.7915 2.4216 -3.1837
N 0.0453 2.3655 -2.0829
H -1.4965 1.8453 4.3357
H -2.9402 1.4336 3.4780
H -4.2002 0.9085 -0.3094
H -6.5957 1.4958 -0.4654
H -7.2664 3.7678 -1.1795
H -5.5377 5.4390 -1.7523
H -3.1482 4.8270 -1.6481
H -2.9696 2.7518 -3.5051
H -1.5606 2.8917 -5.5486
H 0.9286 2.6862 -5.3036
H 1.8516 2.2467 -3.0444
N 2.1159 3.1927 -0.0063
N 2.9353 3.5485 1.0682
C 3.4285 2.6136 1.9045
N 4.0978 3.0996 2.9700
S 3.2962 0.9653 1.6493
H 2.6144 3.3110 -0.8817
H 1.2715 3.7564 0.0214
H 2.9705 4.5228 1.3226
H 3.9831 4.0572 3.2594
H 4.3318 2.4326 3.6848
O 1.8016 -1.5088 0.3928
C 1.2225 -2.4515 1.3084
C 0.2943 -1.5969 2.2143
O -0.0457 -2.0238 3.2987
O -0.1123 -0.5151 1.6481
C 0.3716 -3.4257 0.4925
C 0.9985 -4.1920 -0.4890
C 0.2643 -5.0275 -1.3130
C -1.1140 -5.1191 -1.1577
C -1.7434 -4.3763 -0.1723
C -1.0051 -3.5329 0.6520
C 2.2872 -3.1740 2.1124
C 3.6040 -2.7387 2.1394
C 4.5523 -3.4122 2.9022
C 4.1877 -4.5190 3.6483
C 2.8682 -4.9564 3.6264
C 1.9268 -4.2909 2.8630
H 2.4989 -1.9145 -0.1374
H 2.0755 -4.1406 -0.6076
H 0.7678 -5.6098 -2.0732
H -1.6899 -5.7733 -1.7991
H -2.8144 -4.4530 -0.0349
H -1.5073 -2.9670 1.4269
H 3.9084 -1.8664 1.5771
H 5.5754 -3.0597 2.9116
H 4.9238 -5.0408 4.2460
H 2.5728 -5.8200 4.2080
H 0.8995 -4.6297 2.8563
N -0.5037 -0.6648 -1.4525
C 0.4283 -1.1483 -2.4911
C 1.8689 -0.6601 -2.3089
O 2.7603 -1.2455 -2.8958
O 2.0233 0.3729 -1.5405
H -0.7053 -1.4175 -0.7989
H -1.3916 -0.4005 -1.8608
H 0.1027 -0.7907 -3.4709
H 0.4479 -2.2375 -2.5354
*
```